Record 1
Formula: C56H44FNO16PS
Source: OMol25
Level of theory: wB97M-V/def2-TZVPD

Geometry (Å):
C: -3.2184 1.6525 -0.4605
C: -3.3755 1.5203 -1.9395
C: -2.3446 1.0495 -2.7588
C: -0.9934 0.5939 -2.2620
C: -0.9742 -0.3450 -1.0605
F: -0.5151 0.3420 0.0587
C: -2.5523 1.0438 -4.1370
C: -3.7487 1.4655 -4.6982
C: -4.7474 1.8705 -3.8499
N: -4.5534 1.8922 -2.5134
P: -5.9808 2.4628 -1.6120
S: -6.3610 4.3149 -1.9100
H: -3.4248 0.7071 0.0317
H: -2.1812 1.8921 -0.2547
H: -3.8091 2.4506 -0.0324
H: -0.3476 1.4478 -2.0831
H: -0.5279 0.0628 -3.0862
H: -1.9783 -0.6995 -0.8394
H: -0.3290 -1.1998 -1.2288
H: -1.7502 0.7155 -4.7807
H: -3.9192 1.4874 -5.7596
H: -5.6973 2.2002 -4.2382
H: -6.9932 1.6304 -2.1021
H: -5.8182 2.1119 -0.2753
C: 3.2333 -3.5353 0.7021
C: 3.7234 -3.5721 1.9380
C: 3.2376 -2.6434 2.9870
O: 3.6774 -2.6714 4.1182
C: 2.1887 -1.6682 2.6056
C: 1.7018 -1.6298 1.3698
C: 2.1873 -2.5621 0.3250
O: 1.7306 -2.5168 -0.8030
H: 3.5755 -4.2017 -0.0789
H: 4.4909 -4.2728 2.2360
H: 1.8423 -0.9966 3.3801
H: 0.9360 -0.9294 1.0669
C: -6.8257 -2.2094 -2.1772
C: -7.8283 -2.9987 -2.5565
C: -9.1437 -2.9503 -1.8646
O: -10.0475 -3.6697 -2.2132
C: -9.2963 -1.9909 -0.7384
C: -8.2895 -1.2052 -0.3653
C: -6.9821 -1.2554 -1.0586
O: -6.0621 -0.5282 -0.7152
H: -5.8576 -2.2280 -2.6625
H: -7.7459 -3.7080 -3.3711
H: -10.2614 -1.9728 -0.2484
H: -8.3751 -0.5009 0.4530
C: -9.5408 -7.0861 -6.0451
C: -10.4958 -7.9075 -6.4719
C: -11.8363 -7.9292 -5.8308
O: -12.7048 -8.6778 -6.2182
C: -12.0677 -6.9978 -4.6974
C: -11.1120 -6.1762 -4.2707
C: -9.7754 -6.1570 -4.9129
O: -8.9047 -5.4051 -4.5236
H: -8.5573 -7.0541 -6.4965
H: -10.3479 -8.5935 -7.2961
H: -13.0509 -7.0299 -4.2457
H: -11.2561 -5.4894 -3.4472
C: 7.8612 -0.8358 4.4514
C: 6.8512 -1.3854 3.7820
C: 6.7827 -1.3060 2.3022
O: 5.8597 -1.8066 1.6875
C: 7.8765 -0.5977 1.5962
C: 8.8855 -0.0478 2.2656
C: 8.9560 -0.1243 3.7462
O: 9.8786 0.3735 4.3546
H: 7.9351 -0.8802 5.5306
H: 6.0419 -1.9105 4.2743
H: 7.8047 -0.5574 0.5168
H: 9.6968 0.4723 1.7731
C: 14.0051 -3.2325 4.4102
C: 14.5275 -3.2997 5.6316
C: 14.0870 -2.3777 6.7105
O: 14.5639 -2.4400 7.8223
C: 13.0418 -1.3793 6.3726
C: 12.5200 -1.3107 5.1505
C: 12.9597 -2.2335 4.0755
O: 12.4774 -2.1760 2.9629
H: 14.3105 -3.8944 3.6097
H: 15.2898 -4.0201 5.8993
H: 12.7356 -0.7173 7.1727
H: 11.7573 -0.5926 4.8767
C: 3.5441 3.1716 -0.1588
C: 2.5250 2.6918 -0.8655
C: 2.4993 2.7973 -2.3445
O: 1.5663 2.3549 -2.9885
C: 3.6483 3.4538 -3.0096
C: 4.6689 3.9350 -2.3048
C: 4.6990 3.8312 -0.8227
O: 5.6273 4.2641 -0.1797
H: 3.5858 3.1058 0.9209
H: 1.6760 2.2038 -0.4010
H: 3.6065 3.5164 -4.0894
H: 5.5189 4.4187 -2.7686
C: -3.6838 7.6213 -2.8846
C: -3.9842 6.5321 -3.5856
C: -3.5577 6.3798 -4.9970
O: -3.8287 5.3750 -5.6246
C: -2.7854 7.4894 -5.6056
C: -2.4854 8.5822 -4.9080
C: -2.9087 8.7350 -3.4913
O: -2.6320 9.7257 -2.8544
H: -3.9853 7.7523 -1.8527
H: -4.5479 5.7033 -3.1762
H: -2.4845 7.3565 -6.6370
H: -1.9229 9.4049 -5.3304
C: -0.4184 2.0313 6.5172
C: 0.1523 2.3885 7.6645
C: 1.3932 1.7277 8.1473
O: 1.9123 2.0521 9.1908
C: 1.9711 0.6539 7.2984
C: 1.3966 0.2987 6.1529
C: 0.1605 0.9591 5.6719
O: -0.3550 0.6349 4.6201
H: -1.3216 2.4993 6.1470
H: -0.2517 3.1684 8.2972
H: 2.8748 0.1851 7.6662
H: 1.8003 -0.4837 5.5231

Output
E_tot   -115862.17366 eV
LUMO level   -4.082 eV
Molecular weight   1069.0 u
Frontier orbital gap   6.9356 eV
Net charge   +1

Record 2
Formula: C56H46F3NO2P2PdS2
Source: OMol25
Level of theory: wB97M-V/def2-TZVPD

Geometry (Å):
Pd: -0.1431 0.0156 0.2057
O: -1.1175 -0.3396 3.1441
S: 0.1398 0.1418 2.5898
C: 0.4546 1.6907 3.5129
C: 0.4556 1.5548 4.8843
C: 0.6602 2.6287 5.7604
C: 0.9188 3.8602 5.2194
C: 1.1834 5.1910 5.8505
C: 1.4792 6.1404 4.6675
C: 1.2646 5.3106 3.4433
C: 1.3675 5.6104 2.1099
C: 1.0145 4.6247 1.1841
C: 0.5710 3.3565 1.5341
P: -0.2634 2.4110 0.2170
C: -0.1304 3.4220 -1.2942
C: -0.8944 4.5871 -1.3891
C: -0.8691 5.3387 -2.5462
C: -0.0663 4.9535 -3.6092
C: 0.6943 3.7997 -3.5174
C: 0.6535 3.0233 -2.3690
C: -2.0430 2.6126 0.5412
C: -2.8540 2.4247 -0.5827
C: -4.2165 2.6084 -0.4980
C: -4.7846 2.9343 0.7259
C: -3.9874 3.0813 1.8492
C: -2.6132 2.9242 1.7693
C: 0.6363 2.9544 2.9044
C: 0.9317 3.9951 3.8172
C: 1.4290 -0.8908 3.3048
C: 1.0705 -1.6007 4.4301
C: 2.0054 -2.2584 5.2394
C: 3.3321 -2.1692 4.9011
C: 4.5738 -2.6802 5.5637
C: 5.7327 -2.2611 4.6259
C: 5.0753 -1.5358 3.4951
C: 5.5826 -0.9463 2.3645
C: 4.6792 -0.4455 1.4213
C: 3.3020 -0.4466 1.5984
P: 2.2974 -0.1414 0.1105
C: 3.2551 1.1309 -0.7590
C: 3.6095 0.9953 -2.0983
C: 4.3698 1.9776 -2.7078
C: 4.7677 3.0973 -1.9953
C: 4.3858 3.2484 -0.6704
C: 3.6223 2.2763 -0.0544
C: 2.4936 -1.6441 -0.9065
C: 1.3572 -2.0943 -1.5765
C: 1.4188 -3.2309 -2.3593
C: 2.6177 -3.9148 -2.4908
C: 3.7541 -3.4622 -1.8405
C: 3.6953 -2.3294 -1.0487
C: 2.7590 -0.9095 2.8268
C: 3.6847 -1.5089 3.7076
H: 0.2869 0.5766 5.3063
H: 0.6287 2.4681 6.8265
H: 2.0049 5.1483 6.5670
H: 0.2980 5.5096 6.4049
H: 2.5033 6.5167 4.7039
H: 0.8210 7.0104 4.6668
H: 1.6587 6.5889 1.7631
H: 1.0666 4.8822 0.1378
H: -1.5117 4.8931 -0.5574
H: -1.4794 6.2250 -2.6172
H: -0.0371 5.5568 -4.5032
H: 1.3158 3.5000 -4.3457
H: 1.2190 2.1020 -2.3075
H: -2.3912 2.1813 -1.5317
H: -4.8262 2.5087 -1.3838
H: -5.8508 3.0735 0.8013
H: -4.4349 3.3266 2.7978
H: -1.9965 3.0593 2.6463
H: 0.0243 -1.6289 4.6966
H: 1.6753 -2.7831 6.1213
H: 4.5316 -3.7638 5.6920
H: 4.6855 -2.2471 6.5601
H: 6.2860 -3.1268 4.2554
H: 6.4541 -1.6201 5.1362
H: 6.6425 -0.9008 2.1680
H: 5.0799 -0.0420 0.5025
H: 3.3028 0.1205 -2.6545
H: 4.6608 1.8609 -3.7395
H: 5.3778 3.8492 -2.4705
H: 4.6945 4.1185 -0.1136
H: 3.3273 2.3810 0.9820
H: 0.4132 -1.5403 -1.4651
H: 0.5382 -3.5813 -2.8740
H: 2.6668 -4.8040 -3.0964
H: 4.6885 -3.9900 -1.9522
H: 4.5864 -1.9823 -0.5487
F: -7.2352 -0.0180 -1.1914
C: -6.7102 -0.8924 -0.3231
F: -7.2746 -0.6668 0.8643
F: -7.0765 -2.1204 -0.7112
C: -5.2034 -0.7571 -0.2612
C: -4.4461 -0.8933 -1.4168
C: -3.0679 -0.7814 -1.3214
N: -2.4429 -0.5338 -0.1703
C: -3.1776 -0.3898 0.9340
C: -4.5602 -0.4976 0.9394
H: -4.9231 -1.0931 -2.3626
H: -2.4540 -0.8958 -2.2079
H: -2.6462 -0.1887 1.8589
H: -5.1184 -0.3916 1.8560
C: 0.6022 -4.8138 1.4210
S: -0.5640 -3.4351 1.7621
C: -1.8119 -3.9674 0.5288
O: 0.0675 -2.2256 1.1457
H: 0.1078 -5.7409 1.6921
H: 1.4853 -4.6888 2.0402
H: 0.8897 -4.8314 0.3749
H: -2.0519 -5.0127 0.6882
H: -1.4102 -3.8156 -0.4694
H: -2.7016 -3.3603 0.6713

Output
E_tot   -116272.46124 eV
LUMO level (spin up / spin down)   -6.590 / -6.611 eV
Molecular weight   1054.5 u
Frontier orbital gap (spin up / spin down)   5.7878 / 5.9396 eV
Energy relative to the best compared isomer or geometry (same formula, charge and spin)   159.6 kJ/mol
Net charge   +2